# 1
# C69H151N7O13

10 unconnected molecules or ions with the total composition C69H151N7O13 at a distorted geometry (wB97M-V/def2-TZVPD, OMol25).

Properties
Energy relative to the best compared isomer or geometry (same formula, charge and spin) in kJ/mol: 138.5
SMILES string: CC1(C)CCCC(C)(C)N1O.CC1(C)CCCC(C)(C)N1O.CC1(C)CCCC(C)(C)N1O.CC1(C)CCCC(C)(C)N1O.CC1(C)CCCC(C)(C)N1O.CC1(C)CCCC(C)(C)N1O.CC1(C)CCCC(C)(C)N1O.OCCO.OCCO.OCCO
Spin multiplicity: 1
Orbital gap in Eh: 0.32491
LUMO level in eV: 0.6
E_HOMO in eV: -8.267

Geometry (Å):
C 3.5590 3.4203 -0.5253
C 2.6559 2.4200 -1.2168
C 3.0708 2.1351 -2.6617
C 4.2678 1.1883 -2.8486
C 3.9991 -0.1135 -2.1999
C 3.7140 0.0766 -0.7327
N 2.6488 1.1071 -0.6098
O 2.3707 1.2373 0.8039
C 3.1619 -1.1688 -0.1403
C 4.9999 0.4949 -0.0451
C 1.2323 3.0151 -1.2913
H 3.2263 3.4568 0.5384
H 3.4662 4.4015 -0.8746
H 4.6262 3.1004 -0.4993
H 2.2026 1.7042 -3.2087
H 3.3971 3.1347 -3.0502
H 5.1826 1.6839 -2.4962
H 4.4232 1.0295 -3.9011
H 4.8750 -0.7715 -2.2161
H 3.2018 -0.6200 -2.7154
H 2.0723 -1.1559 -0.2137
H 3.6398 -2.0603 -0.5940
H 3.2797 -1.1007 0.9340
H 4.8690 1.0067 0.8963
H 5.5855 -0.4470 0.1235
H 5.7086 1.1110 -0.6230
H 0.5922 2.3421 -1.8437
H 1.2890 3.8947 -1.9734
H 0.8130 3.3658 -0.3816
H 1.4214 1.2678 0.8453
C -1.0639 -0.2424 7.0083
C -0.8037 -1.3702 5.9755
C -1.9811 -1.4074 5.0506
C -1.7299 -2.4186 3.8345
C -0.3911 -2.0618 3.1796
C 0.8067 -1.9963 4.1164
N 0.4221 -1.0032 5.1870
O 1.5251 -0.9955 6.0738
C 1.2344 -3.3752 4.6244
C 1.9031 -1.3471 3.3814
C -0.7458 -2.6213 6.8726
H -2.1482 -0.2766 7.2202
H -0.7685 0.7256 6.5761
H -0.4494 -0.4527 7.8981
H -2.8493 -1.6644 5.6342
H -2.0494 -0.4148 4.7041
H -2.4662 -2.2088 3.0914
H -1.8138 -3.4435 4.0839
H -0.5452 -1.0156 2.8708
H -0.0856 -2.6255 2.2806
H 1.8931 -3.8991 3.8888
H 1.8396 -3.2340 5.5055
H 0.4302 -4.0207 4.9676
H 2.3298 -1.9809 2.5321
H 1.5786 -0.3829 2.9174
H 2.7650 -1.1342 3.9883
H 0.2457 -2.7529 7.3359
H -1.0937 -3.4665 6.3082
H -1.3247 -2.5374 7.8033
H 1.5248 -0.0615 6.4755
C -0.5381 3.8356 2.1013
C -1.9561 3.6702 1.7302
C -2.0014 3.5878 0.1904
C -3.4113 3.1587 -0.3253
C -3.9134 1.9658 0.3953
C -3.7620 1.9737 1.9552
N -2.3860 2.3850 2.2985
O -2.2521 2.3000 3.7170
C -4.9141 2.8726 2.5495
C -3.8616 0.5593 2.5531
C -2.8419 4.9492 2.2278
H -0.2571 3.9914 3.1151
H -0.0734 4.6636 1.5509
H -0.0035 2.9444 1.7155
H -1.6586 4.5308 -0.2585
H -1.3361 2.8003 -0.1063
H -3.4796 2.9984 -1.4397
H -4.0639 4.0475 -0.1841
H -3.3544 1.0713 0.1497
H -4.9264 1.7303 0.2173
H -5.8905 2.3549 2.5686
H -4.7569 3.2413 3.5462
H -5.0620 3.6725 1.8042
H -4.8294 0.2156 2.1627
H -3.0547 -0.1392 2.3116
H -3.8252 0.6358 3.6264
H -3.2173 4.7071 3.2476
H -3.7477 5.1868 1.6411
H -2.1472 5.8330 2.3778
H -1.3094 2.0634 3.9140
C -0.6588 -6.2866 1.1280
C -0.4935 -5.4559 -0.1222
C 0.6882 -4.5613 0.0786
C 1.3062 -4.0097 -1.1773
C 1.6207 -5.1344 -2.1882
C 0.2975 -5.8419 -2.5193
N -0.1217 -6.4230 -1.2187
O -1.2286 -7.2421 -1.3828
C -0.7152 -4.9541 -3.2467
C 0.6204 -7.0197 -3.4185
C -1.7472 -4.6183 -0.4266
H 0.0885 -7.0736 1.1902
H -1.6506 -6.7428 1.0994
H -0.6546 -5.5854 1.9918
H 0.4303 -3.7252 0.7007
H 1.4425 -5.2045 0.5813
H 2.2154 -3.3915 -0.9889
H 0.5949 -3.2748 -1.6583
H 2.3603 -5.8761 -1.8899
H 1.8985 -4.7026 -3.1518
H -0.3450 -3.9096 -3.3490
H -0.8454 -5.1732 -4.2817
H -1.6451 -4.9168 -2.7687
H 0.9804 -6.7302 -4.4008
H 1.3892 -7.6299 -3.0014
H -0.2251 -7.7426 -3.6068
H -2.5629 -5.1983 -0.7657
H -1.5886 -3.6559 -0.9591
H -2.0228 -4.3794 0.5659
H -0.8149 -8.0753 -1.2682
C -8.2398 -1.6581 -3.8779
C -7.0978 -1.0488 -3.0598
C -6.7391 -1.9731 -1.8840
C -5.3589 -1.6637 -1.3185
C -4.2995 -1.5349 -2.3380
C -4.6368 -0.5543 -3.4672
N -5.9742 -0.9743 -3.9925
O -6.3236 -0.0253 -4.9724
C -4.6156 0.9087 -2.9850
C -3.6923 -0.7862 -4.6347
C -7.6028 0.2934 -2.4705
H -8.0855 -2.4606 -4.6064
H -8.6471 -0.9047 -4.5614
H -9.1152 -1.9134 -3.1561
H -7.5371 -1.8606 -1.1443
H -6.7225 -3.0409 -2.1807
H -5.1911 -2.4936 -0.6289
H -5.4603 -0.7811 -0.6407
H -4.0446 -2.4978 -2.7855
H -3.4416 -1.1654 -1.8388
H -5.2177 1.5686 -3.6739
H -4.9507 1.1001 -1.9585
H -3.6488 1.3275 -3.1541
H -3.8297 -1.8379 -4.9419
H -3.8244 -0.0871 -5.4930
H -2.6668 -0.6771 -4.3308
H -6.9943 0.7642 -1.7148
H -8.5510 0.1295 -1.9623
H -7.7422 0.9934 -3.2443
H -6.0840 -0.4190 -5.8622
C -2.8139 2.1473 -7.4085
C -2.0384 3.4113 -7.5209
C -2.8063 4.5961 -6.9070
C -3.0673 4.6082 -5.4133
C -1.7073 4.6152 -4.7342
C -0.7813 3.5275 -5.3071
N -0.7811 3.4583 -6.7785
O 0.0311 2.3785 -7.1890
C 0.6317 4.0280 -4.9863
C -1.1365 2.1975 -4.6736
C -1.7221 3.6945 -8.9205
H -3.6922 2.0331 -8.0691
H -3.2516 2.0006 -6.4280
H -2.1947 1.2452 -7.6489
H -2.1911 5.5003 -7.0929
H -3.7493 4.7094 -7.4244
H -3.6831 3.7984 -5.0507
H -3.5825 5.5665 -5.2715
H -1.7913 4.3827 -3.6237
H -1.3282 5.6277 -4.8312
H 0.7631 4.1300 -3.9233
H 1.3435 3.3056 -5.3264
H 0.7691 5.0494 -5.4643
H -0.9413 1.4452 -5.4588
H -0.3079 1.9012 -3.9766
H -2.1482 2.1447 -4.2198
H -0.9523 2.9399 -9.1227
H -1.2522 4.6802 -9.0452
H -2.4267 3.5123 -9.7293
H 0.6284 2.7879 -7.8996
C 6.6003 1.9396 5.9700
C 6.1688 1.0139 4.7357
C 7.3338 0.5905 3.9108
C 8.2040 -0.3665 4.7126
C 7.3714 -1.6718 5.0217
C 6.1045 -1.3706 5.8140
N 5.4210 -0.1531 5.1448
O 4.2695 0.2296 5.8974
C 5.0927 -2.5246 5.7038
C 6.5484 -1.0851 7.2584
C 5.2815 1.9797 3.9903
H 7.5299 1.7366 6.4989
H 5.8352 2.1003 6.7160
H 6.8713 2.8835 5.5017
H 6.9586 0.2390 2.9413
H 7.7775 1.5116 3.7720
H 8.5020 0.1825 5.5825
H 9.0733 -0.4915 4.0366
H 7.9081 -2.5171 5.4719
H 7.1002 -1.9103 3.9894
H 5.4394 -3.5196 5.8222
H 4.2804 -2.3281 6.3930
H 4.6695 -2.5260 4.7180
H 6.5494 -2.0684 7.7896
H 7.5497 -0.5742 7.3010
H 5.9525 -0.3614 7.8016
H 5.8819 2.6392 3.4072
H 4.5801 2.4578 4.7400
H 4.6624 1.4045 3.3142
H 3.6035 -0.4732 5.7722
C -0.8248 -0.2353 -1.5048
C -0.8539 -0.4102 -0.0497
O -0.4930 0.8345 0.6740
O 0.5393 -0.3406 -2.1034
H -1.2420 0.8198 -1.7069
H -1.3808 -1.0929 -1.9981
H -0.1823 -1.1666 0.2940
H -1.8551 -0.7445 0.2471
H -1.2730 1.1296 1.1578
H 1.2285 -0.0331 -1.5041
C 1.4710 2.5677 4.6986
C 1.3537 2.9081 6.1596
O 1.7458 1.7722 6.9794
O 0.3701 1.7599 4.3228
H 2.4621 2.0729 4.5178
H 1.5071 3.4395 4.0917
H 0.3056 3.0969 6.4313
H 1.8384 3.8215 6.3882
H 2.6881 1.6203 6.7036
H 0.4697 0.7830 4.4640
C 1.9013 -0.5532 -6.1714
C 1.7994 -1.8482 -5.4371
O 2.0189 -1.7856 -4.0497
O 3.2188 -0.0365 -6.4523
H 1.4157 0.2237 -5.5377
H 1.3136 -0.6668 -7.0777
H 2.6394 -2.5684 -5.6729
H 0.7711 -2.1895 -5.6409
H 1.3586 -1.1896 -3.6210
H 3.5606 0.1510 -5.5710

=====

# 2
# C69H37BrF4I4N6O6PTi

A molecular structure, C69H37BrF4I4N6O6PTi (wB97M-V/def2-TZVPD, OMol25).

Properties
Net charge: +1
Spin multiplicity: 1
Orbital gap in Eh: 0.21343
LUMO level in eV: -4.3
E_HOMO in eV: -10.129

Geometry (Å):
Ti 0.3977 -0.9202 0.1610
I 5.6896 4.6842 6.2905
C 4.5164 3.5065 5.0166
C 3.1343 3.5799 5.0894
C 2.3621 2.7848 4.2543
C 2.9644 1.9370 3.3313
C 4.3566 1.8843 3.2640
C 5.1357 2.6593 4.1084
C 2.1777 1.0513 2.4306
C 1.4889 -0.0303 2.9665
C 1.4023 -0.3045 4.3690
C 0.5252 -1.3220 4.5181
C 0.0702 -1.6776 3.2071
C -0.9426 -2.5932 2.9585
C -1.6025 -3.2971 4.0882
C -1.4890 -4.6864 4.1732
C -2.0656 -5.3819 5.2236
C -2.7751 -4.6860 6.1928
I -3.6603 -5.7355 7.7735
C -2.9069 -3.3080 6.1189
C -2.3150 -2.6168 5.0723
C -1.2736 -2.9710 1.6602
N -0.4750 -2.7183 0.5651
C -0.9200 -3.5674 -0.4280
C -0.1383 -3.9067 -1.5345
C -0.4259 -5.1914 -2.2289
C 0.4982 -6.2322 -2.1291
C 0.2324 -7.4743 -2.6847
C -0.9672 -7.6816 -3.3491
I -1.3897 -9.5624 -4.1671
C -1.8921 -6.6559 -3.4673
C -1.6215 -5.4190 -2.9021
C 1.0009 -3.1844 -1.8638
C 1.8947 -3.5478 -2.9193
C 2.8210 -2.5668 -3.0157
C 2.4954 -1.5779 -2.0345
N 1.3865 -1.9741 -1.3096
C 3.1021 -0.3285 -1.9724
C 2.7351 0.6023 -1.0041
C 3.3047 1.9006 -0.8281
C 3.0263 2.2944 0.4417
C 2.2978 1.2357 1.0618
N 2.0122 0.2546 0.1267
C 4.2912 -0.0474 -2.8208
C 4.3276 1.0117 -3.7223
C 5.4779 1.2825 -4.4477
C 6.6043 0.4959 -4.2670
I 8.3503 0.9182 -5.3426
C 6.5858 -0.5695 -3.3782
C 5.4313 -0.8360 -2.6594
C -2.0958 -4.2495 0.0147
C -2.3198 -3.8731 1.3005
N 0.7201 -0.9234 2.2549
H 2.6562 4.2545 5.7864
H 1.2808 2.8467 4.3016
H 4.8335 1.2242 2.5489
H 6.2141 2.6065 4.0530
H 1.9448 0.2235 5.1361
H 0.2069 -1.7977 5.4309
H -0.9285 -5.2262 3.4196
H -1.9642 -6.4569 5.2834
H -3.4720 -2.7713 6.8691
H -2.4404 -1.5422 5.0015
H 1.4235 -6.0760 -1.5878
H 0.9555 -8.2732 -2.5924
H -2.8233 -6.8148 -3.9947
H -2.3359 -4.6116 -3.0101
H 1.8004 -4.4270 -3.5344
H 3.6381 -2.4945 -3.7145
H 3.8647 2.4345 -1.5767
H 3.3146 3.2119 0.9300
H 3.4390 1.6134 -3.8853
H 5.4873 2.1052 -5.1504
H 7.4648 -1.1843 -3.2406
H 5.4196 -1.6504 -1.9450
H -2.6663 -4.9452 -0.5762
H -3.1091 -4.2019 1.9574
F -3.9920 4.7219 -3.9488
C -3.0645 3.7779 -3.9662
C -2.8085 3.0790 -5.1315
F -3.4786 3.3718 -6.2365
C -1.8513 2.0823 -5.1355
F -1.6255 1.4600 -6.2874
C -1.1221 1.7502 -3.9954
P 0.0557 0.3211 -3.9735
C -1.0496 -0.9116 -4.8069
C -2.3874 -0.9547 -4.4023
C -3.2665 -1.8957 -4.9148
C -2.8152 -2.8373 -5.8298
C -1.4846 -2.8288 -6.2154
C -0.6084 -1.8786 -5.7052
C 1.2629 0.9262 -5.2352
C 1.4431 2.2969 -5.4402
C 2.4139 2.7648 -6.3152
C 3.2339 1.8748 -6.9945
C 3.1031 0.5154 -6.7583
C 2.1417 0.0496 -5.8728
C -1.3518 2.5204 -2.8536
Br -0.2458 2.3799 -1.3156
C -2.3274 3.5038 -2.8308
F -2.5673 4.2005 -1.7220
H -2.7552 -0.2230 -3.6934
H -4.3058 -1.8892 -4.6078
H -3.4982 -3.5704 -6.2411
H -1.1206 -3.5633 -6.9231
H 0.4143 -1.8912 -6.0507
H 0.8273 3.0184 -4.9188
H 2.5244 3.8314 -6.4672
H 3.9699 2.2406 -7.6992
H 3.7558 -0.1870 -7.2616
H 2.0926 -1.0121 -5.6720
O -1.0732 0.2398 0.8601
C -1.8630 -0.2736 0.0002
O -1.3505 -0.7521 -1.0460
C -3.3025 -0.3624 0.3186
C -3.7036 -0.1521 1.6322
C -5.0409 -0.2740 1.9475
C -5.9918 -0.5892 0.9955
C -5.5534 -0.8205 -0.2952
C -4.2256 -0.7158 -0.6523
N -6.5388 -1.2168 -1.3248
O -6.0975 -1.5242 -2.4155
O -7.7082 -1.1973 -1.0115
N -5.4587 -0.0801 3.3510
O -4.5799 -0.1010 4.1931
O -6.6403 0.0797 3.5602
H -2.9831 0.0890 2.3993
H -7.0413 -0.6609 1.2408
H -3.9146 -0.9237 -1.6675

=====

# 3
# C69H50CoNO2P2S2

A molecular structure, C69H50CoNO2P2S2 at a distorted geometry (wB97M-V/def2-TZVPD, OMol25).

Properties
Net charge: +1
Spin multiplicity: 2
Expectation value of S²: 0.806
Orbital gap (spin up / spin down) in Eh: 0.24940 / 0.27260
LUMO level (spin up / spin down) in eV: -2.9 / -2.3
E_HOMO (spin up / spin down) in eV: -9.708 / -9.681

Geometry (Å):
Co 0.0411 0.0504 0.1975
O 2.7097 0.7346 -0.7558
S 1.3759 1.0975 -1.2289
C 1.3666 0.9249 -3.0291
C 2.4044 1.5438 -3.6864
C 2.4465 1.6754 -5.0813
C 1.3854 1.1914 -5.7996
C 1.0941 1.2090 -7.2690
C -0.2235 0.4142 -7.4280
C -0.5820 -0.0168 -6.0406
C -1.5791 -0.8306 -5.5769
C -1.5982 -1.1250 -4.2102
C -0.7200 -0.5805 -3.2886
P -0.8035 -1.2975 -1.6054
C -0.3233 -2.9864 -2.1212
C 1.0051 -3.1564 -2.5087
C 1.4458 -4.3812 -2.9773
C 0.5626 -5.4490 -3.0492
C -0.7505 -5.2952 -2.6353
C -1.1955 -4.0691 -2.1686
C -2.5803 -1.4514 -1.2283
C -3.5984 -0.7508 -1.8639
C -4.9006 -0.8518 -1.4068
C -5.1998 -1.6394 -0.3088
C -4.1868 -2.3261 0.3419
C -2.8854 -2.2207 -0.1070
C 0.3151 0.2869 -3.7365
C 0.3585 0.4983 -5.1317
C 1.3883 2.9058 -1.1084
C 1.0870 3.7162 -2.1760
C 1.4395 5.0773 -2.2138
C 2.1208 5.6026 -1.1500
C 2.7548 6.9401 -0.9136
C 3.2005 6.9144 0.5697
C 2.8671 5.5351 1.0520
C 3.0020 4.9307 2.2733
C 2.5338 3.6201 2.4186
C 2.0070 2.8708 1.3790
P 1.1989 1.2944 1.8678
C 2.4316 0.5458 2.9793
C 3.7889 0.8028 2.8012
C 4.7267 0.1936 3.6147
C 4.3313 -0.7012 4.5962
C 2.9853 -1.0038 4.7433
C 2.0399 -0.3873 3.9409
C -0.0183 2.1388 2.9481
C -0.0648 2.0317 4.3293
C -1.0035 2.7466 5.0537
C -1.8947 3.5820 4.4044
C -1.8388 3.7125 3.0253
C -0.9056 2.9982 2.3029
C 1.8931 3.4609 0.0962
C 2.2879 4.8087 -0.0004
H 3.2042 1.9607 -3.0918
H 3.2859 2.1607 -5.5523
H 1.9074 0.7477 -7.8310
H 1.0014 2.2364 -7.6257
H -0.0915 -0.4489 -8.0824
H -1.0165 1.0304 -7.8556
H -2.3027 -1.2773 -6.2396
H -2.3327 -1.8351 -3.8603
H 1.6878 -2.3178 -2.4453
H 2.4723 -4.5113 -3.2951
H 0.8985 -6.4043 -3.4237
H -1.4308 -6.1341 -2.6950
H -2.2232 -3.9528 -1.8573
H -3.3823 -0.1081 -2.7032
H -5.6871 -0.3152 -1.9173
H -6.2174 -1.7055 0.0448
H -4.4120 -2.9451 1.1971
H -2.0847 -2.7256 0.4180
H 0.5939 3.2983 -3.0405
H 1.2130 5.6633 -3.0901
H 2.0607 7.7551 -1.1222
H 3.6113 7.0582 -1.5829
H 2.6782 7.6748 1.1516
H 4.2694 7.1086 0.6721
H 3.4166 5.4474 3.1246
H 2.5681 3.1790 3.4049
H 4.1082 1.4825 2.0250
H 5.7737 0.4196 3.4805
H 5.0664 -1.1665 5.2384
H 2.6747 -1.7247 5.4883
H 0.9901 -0.6302 4.0533
H 0.6371 1.4030 4.8529
H -1.0334 2.6524 6.1303
H -2.6232 4.1406 4.9705
H -2.5199 4.3759 2.5137
H -0.8580 3.1017 1.2283
N -8.8487 3.1392 2.7281
C -7.8643 2.7683 2.2739
C -6.6293 2.3497 1.7338
C -6.1848 2.8793 0.5196
C -4.9509 2.5196 0.0218
C -4.1376 1.6441 0.7498
C -4.6056 1.0921 1.9517
C -5.8459 1.4282 2.4349
C -2.8313 1.2760 0.3738
C -1.6769 0.8894 0.2627
H -6.8190 3.5730 -0.0144
H -4.6057 2.9270 -0.9177
H -3.9673 0.4017 2.4838
H -6.2155 1.0002 3.3545
O 0.9429 -1.8573 0.6160
S 1.3709 -2.4684 1.9186
C 2.6564 -3.6901 1.5878
C 3.3963 -4.0423 2.7053
C 4.4024 -4.9827 2.5893
C 4.6634 -5.5623 1.3569
C 3.9185 -5.2006 0.2464
C 2.9075 -4.2586 0.3552
C 0.0701 -3.6898 2.2379
C -0.5715 -3.6416 3.4630
C -1.6435 -4.4854 3.7046
C -2.0601 -5.3733 2.7244
C -1.4077 -5.4188 1.5011
C -0.3413 -4.5711 1.2533
H 3.1839 -3.5703 3.6523
H 4.9828 -5.2632 3.4545
H 5.4471 -6.2993 1.2625
H 4.1240 -5.6539 -0.7111
H 2.3324 -3.9611 -0.5078
H -0.2285 -2.9504 4.2178
H -2.1514 -4.4451 4.6563
H -2.8931 -6.0343 2.9136
H -1.7235 -6.1105 0.7339
H 0.1588 -4.5870 0.2990

=====

Number 1: M 1287.00 g mol⁻¹, total energy -111039.3943 eV. Number 2: M 1788.44 g mol⁻¹, total energy -239091.2963 eV. Number 3: M 1110.18 g mol⁻¹, total energy -155817.7006 eV.